No. 1
Below is a single C7H7Cl molecule in a non-equilibrium geometry, with properties calculated with wB97M-V/def2-TZVPD.

Properties
relative energy (zero: lowest compared OMol25 entry of this formula, charge and spin) = 4.421 eV
structure (SMILES) = C#C/C(C)=C\C=C/Cl
lowest unoccupied orbital energy = 0.4 eV
spin multiplicity = 1

Last column: natural (NBO) charge in e.
Element x y z (Å)
C  0.36673  2.30676  0.53107  -0.23
C  -0.34649  1.32428  0.29500  -0.05
C  -0.75919  -0.01134  -0.29193  -0.03
C  -2.22937  -0.06032  -0.72623  -0.64
C  0.01739  -1.08030  -0.02473  -0.23
C  1.19091  -1.15896  0.61165  -0.28
C  2.32107  -0.46193  0.43862  -0.19
Cl  2.61080  0.42083  -0.98289  0.02
H  0.72057  3.34329  0.71122  0.25
H  -2.99777  0.33830  0.04355  0.24
H  -2.37481  0.44202  -1.74020  0.23
H  -2.52795  -1.16605  -1.17911  0.21
H  -0.59210  -1.92917  -0.40629  0.22
H  1.42487  -1.88843  1.50376  0.24
H  3.17532  -0.41898  1.21650  0.23

***

No. 2
Below is a 4-piece molecular cluster, C13H28N6O4P overall in a non-equilibrium geometry, with properties calculated with wB97M-V/def2-TZVPD.

Properties
total charge = +1
lowest unoccupied orbital energy = -3.4 eV
spin multiplicity = 1

Last column: natural (NBO) charge in e.
Element x y z (Å)
C  -0.75057  3.30374  4.25716  -0.65
C  -1.29061  2.73771  2.86189  0.12
C  -2.88999  2.75487  2.98766  -0.71
P  -3.53664  1.27985  3.93550  0.74
O  -0.94366  1.37764  2.63303  -0.58
C  0.46982  1.18569  2.41688  -0.12
C  0.70614  1.11090  0.86138  0.04
C  -0.07861  0.18886  0.04870  -0.26
C  0.13670  0.17472  -1.41452  -0.22
C  1.10971  1.05927  -2.07364  -0.21
C  1.91379  1.96990  -1.16700  -0.20
C  1.70834  1.99467  0.27422  -0.26
H  -1.28052  4.26602  4.47987  0.23
H  -1.00260  2.52403  5.02306  0.20
H  0.34464  3.50022  4.15573  0.24
H  -1.03150  3.43202  2.01516  0.22
H  -3.14760  3.65488  3.61907  0.27
H  -3.39510  2.91191  2.00192  0.29
H  -4.13565  1.67972  5.17245  0.09
H  -4.43126  0.54177  3.11579  0.09
H  -2.48507  0.38646  4.31297  0.11
H  1.12058  2.00952  2.80402  0.19
H  0.81925  0.24463  2.93036  0.22
H  -0.84962  -0.50632  0.46769  0.22
H  -0.47600  -0.54470  -2.01275  0.22
H  1.25502  1.07318  -3.18368  0.26
H  2.68988  2.65213  -1.59501  0.22
H  2.28866  2.68637  0.92537  0.22
C  2.86564  2.80748  -5.57496  0.77
O  1.90043  2.07825  -5.72050  -0.67
N  3.21433  3.76012  -6.48044  -0.84
N  3.67201  2.72316  -4.48579  -0.85
H  4.00502  4.36796  -6.37530  0.39
H  2.63668  3.84809  -7.29834  0.41
H  3.43070  2.03527  -3.79458  0.40
H  4.47047  3.31093  -4.33346  0.39
C  1.03599  -4.08021  -2.42459  0.77
O  1.39844  -5.23988  -2.49442  -0.65
N  0.57997  -3.52060  -1.26842  -0.87
N  1.05550  -3.23947  -3.49985  -0.85
H  0.27727  -2.56753  -1.19141  0.37
H  0.55115  -4.11142  -0.45011  0.44
H  1.38603  -3.61710  -4.37062  0.41
H  0.76258  -2.28125  -3.46511  0.38
C  -1.53376  -5.55339  1.57541  0.78
O  -0.41829  -5.11539  1.34645  -0.68
N  -1.75277  -6.58128  2.43740  -0.84
N  -2.65502  -5.05033  0.98607  -0.85
H  -2.66028  -6.95722  2.63927  0.39
H  -0.94808  -6.97878  2.89043  0.41
H  -2.53135  -4.29047  0.34035  0.40
H  -3.58019  -5.39659  1.15924  0.39

***

No. 3
Below is a 2-piece molecular cluster, C12H18BFNO6P overall in a non-equilibrium geometry, with properties calculated with wB97M-V/def2-TZVPD.

Properties
total charge = -2
lowest unoccupied orbital energy = 4.8 eV
spin multiplicity = 1

Last column: natural (NBO) charge in e.
Element x y z (Å)
C  3.85138  0.52576  -0.56584  -0.63
C  2.25840  0.79108  -0.86337  -0.85
B  1.46161  -0.57743  -1.31037  0.81
O  1.98601  -1.95150  -1.13784  -1.00
P  -0.29824  -0.38421  -2.12747  0.91
O  -1.79865  0.08404  -2.95507  -0.84
C  -2.73881  0.60061  -1.94692  0.09
C  -2.68416  2.21940  -2.18782  -0.54
C  -2.14282  3.10032  -0.91669  0.87
O  -2.65851  3.11356  0.32123  -0.56
F  -0.97888  4.02087  -1.20154  -0.41
C  -2.23030  -0.05300  -0.53395  -0.05
C  -3.59926  -0.87798  -0.04240  0.73
O  -3.99723  -1.99784  -0.68145  -0.76
O  -4.42484  -0.37342  1.09656  -0.88
O  -1.18396  -1.10097  -0.76453  -0.81
H  4.28041  1.17219  0.34029  0.19
H  4.45181  0.74407  -1.55944  0.18
H  4.08084  -0.60464  -0.26222  0.21
H  1.79068  1.21056  0.15172  0.25
H  2.04077  1.61694  -1.67195  0.24
H  2.37541  -2.20155  -2.04604  0.48
H  -0.30742  0.87004  -1.36311  -0.20
H  0.30961  0.36475  -3.23315  -0.18
H  -0.20052  -1.68470  -2.80264  -0.16
H  -3.81371  0.24218  -2.29241  0.22
H  -3.80240  2.56263  -2.42200  0.23
H  -1.99137  2.43062  -3.11625  0.26
H  -1.86264  0.62831  0.34293  0.21
N  1.55502  0.20313  3.00426  -0.43
C  2.39784  -0.73865  3.48180  0.01
C  2.03298  -2.05628  3.70734  -0.28
C  0.72300  -2.43304  3.43075  -0.17
C  -0.16907  -1.48527  2.93975  -0.24
C  0.29026  -0.19284  2.74340  0.05
H  3.40786  -0.39492  3.68521  0.18
H  2.75257  -2.77124  4.08980  0.20
H  0.39985  -3.45669  3.59615  0.21
H  -1.19677  -1.74701  2.71484  0.25
H  -0.36673  0.58209  2.35848  0.22

***

No. 4
Below is C52H55MnN5P3S2 as an isolated structure in a non-equilibrium geometry, with properties calculated with wB97M-V/def2-TZVPD.

Properties
total charge = +2
lowest unoccupied orbital energy (spin up / spin down) = -6.2 / -5.4 eV
spin multiplicity = 5

Last column: Löwdin charge in e.
Element x y z (Å)
Mn  0.39660  0.25130  -0.32300  0.25
C  4.16810  0.45210  2.52020  -0.05
C  4.78400  1.19760  1.37990  -0.27
C  5.91690  1.97480  1.60210  -0.02
C  6.48640  2.71550  0.58440  -0.04
C  5.91080  2.71570  -0.67630  -0.05
C  4.79420  1.94570  -0.92050  -0.10
C  4.24330  1.15360  0.08930  -0.30
P  2.79040  0.13330  -0.29230  1.11
C  2.64780  0.05810  -2.11970  -0.29
C  1.35680  0.34520  -2.59550  -0.17
C  1.06030  0.24610  -3.94250  -0.05
C  2.06300  -0.10140  -4.83720  -0.03
C  3.32990  -0.39820  -4.37260  -0.01
C  3.63680  -0.37560  -3.01300  -0.24
C  4.98630  -0.84540  -2.58180  -0.02
C  3.12630  -1.61690  0.06170  -0.31
C  4.33310  -2.17390  0.45870  -0.08
C  4.41380  -3.53960  0.66640  -0.05
C  3.29090  -4.33310  0.48980  -0.05
C  2.08090  -3.77180  0.11790  -0.03
C  1.98020  -2.40410  -0.11150  -0.30
C  0.67850  -1.79280  -0.52750  -0.22
H  4.85130  -0.30330  2.90420  0.10
H  3.24250  -0.04500  2.21840  0.05
H  3.94850  1.13960  3.33810  0.09
H  6.35480  1.98580  2.59080  0.13
H  7.36690  3.30530  0.77970  0.12
H  6.34080  3.30950  -1.46600  0.12
H  4.35860  1.94460  -1.90670  0.10
H  0.56800  0.72060  -1.90310  0.00
H  0.05740  0.43920  -4.29830  0.09
H  1.84820  -0.15210  -5.89360  0.12
H  4.10510  -0.67570  -5.07190  0.13
H  5.76400  -0.44960  -3.23220  0.10
H  5.02660  -1.93280  -2.65750  0.11
H  5.21020  -0.56310  -1.55940  0.05
H  5.20270  -1.55260  0.60860  0.11
H  5.34990  -3.98210  0.96890  0.11
H  3.35040  -5.39780  0.65070  0.11
H  1.20660  -4.39860  -0.00470  0.12
H  -0.10080  -2.36790  -0.01020  0.03
H  0.54190  -1.97390  -1.61250  0.09
C  -3.65420  7.64170  0.31660  -0.40
S  -1.94460  7.92930  -0.19780  0.81
C  -1.70360  6.51620  -1.32250  -0.49
C  -1.49370  5.22660  -0.53900  -0.27
C  -1.22930  4.05420  -1.47990  -0.24
N  -0.90480  2.80330  -0.80000  -0.41
P  0.44620  2.50470  0.21950  0.93
C  1.66070  3.75110  -0.28440  -0.33
C  2.09640  4.74620  0.58510  -0.06
C  2.99220  5.69960  0.13840  -0.04
C  3.46620  5.65500  -1.16290  -0.05
C  3.05740  4.64560  -2.02080  -0.07
C  2.15900  3.69000  -1.58440  -0.12
C  0.11910  2.92030  1.96740  -0.38
C  1.13230  2.42990  2.79430  -0.18
C  1.04190  2.55100  4.16430  -0.06
C  -0.06590  3.16980  4.72570  -0.05
C  -1.06500  3.67200  3.90960  -0.05
C  -0.98310  3.54840  2.53060  -0.07
P  -1.89470  1.39570  -0.57800  1.00
C  -3.24830  2.03620  0.48370  -0.34
C  -4.14960  2.98980  0.01230  -0.09
C  -5.05800  3.56730  0.88060  -0.06
C  -5.10430  3.17930  2.21090  -0.05
C  -4.23070  2.21070  2.67470  -0.06
C  -3.29510  1.65510  1.81990  -0.12
C  -2.81080  1.15690  -2.13110  -0.36
C  -4.02780  0.47710  -2.06590  -0.12
C  -4.69150  0.11630  -3.22120  -0.05
C  -4.14660  0.42820  -4.45640  -0.05
C  -2.95130  1.12410  -4.52930  -0.06
C  -2.27710  1.48260  -3.37390  -0.10
H  -3.85490  8.30380  1.15170  0.04
H  -3.77280  6.60970  0.63130  0.01
H  -4.32970  7.87080  -0.50340  0.04
H  -0.81280  6.75740  -1.90190  0.08
H  -2.56150  6.46280  -1.99320  0.09
H  -2.37230  5.00640  0.07170  0.08
H  -0.63170  5.35290  0.12350  0.10
H  -0.38700  4.32120  -2.13150  0.12
H  -2.10300  3.87710  -2.11590  0.11
H  1.73060  4.77670  1.60210  0.11
H  3.31490  6.47850  0.81130  0.12
H  4.15610  6.40980  -1.50510  0.12
H  3.44100  4.59920  -3.02870  0.12
H  1.83880  2.89710  -2.25330  0.10
H  1.99310  1.96470  2.32840  0.07
H  1.82630  2.16940  4.79760  0.11
H  -0.13590  3.26790  5.79830  0.12
H  -1.91310  4.17940  4.34510  0.12
H  -1.77550  3.93980  1.91070  0.09
H  -4.14270  3.27990  -1.02940  0.11
H  -5.74040  4.32030  0.51860  0.12
H  -5.82140  3.62810  2.88070  0.12
H  -4.26690  1.89330  3.70390  0.12
H  -2.57360  0.94270  2.19410  0.06
H  -4.47860  0.27180  -1.10150  0.10
H  -5.63410  -0.40340  -3.16020  0.12
H  -4.65430  0.12960  -5.35880  0.12
H  -2.53980  1.38570  -5.49160  0.12
H  -1.34930  2.03960  -3.43150  0.10
C  -4.59640  -2.99670  1.35350  0.01
C  -3.42650  -2.37850  1.99980  -0.31
N  -3.16860  -2.35830  3.26310  0.14
N  -2.01170  -1.69460  3.40480  0.05
C  -1.51260  -1.28030  2.22710  -0.69
S  -0.10380  -0.38500  2.07780  0.79
N  -2.42410  -1.71960  1.30080  -0.07
N  -2.33760  -1.52990  -0.07080  0.10
H  -5.30890  -3.27320  2.12470  0.10
H  -4.30490  -3.89610  0.81020  0.10
H  -5.06680  -2.30910  0.65060  0.08
H  -1.60500  -1.54020  4.31500  0.17
H  -3.15920  -1.03870  -0.42710  0.06
H  -2.28130  -2.42750  -0.55250  0.13